Computed, not measured: one molecule with the formula C8H8O in a non-equilibrium geometry, with ωB97M-V with the def2-TZVPD basis set.

As for the SMILES: c1ccc2c(c1)COC2. As for the frontier orbital gap: 9.83 eV. As for the highest occupied orbital energy: -8.90 eV. The calculation puts the relative energy (zero: lowest compared OMol25 entry of this formula, charge and spin) at 3.1579 eV. As for the multiplicity: 1. The charge is 0. Its lowest unoccupied orbital energy is 0.93 eV.

Atoms and positions in Å:
C (0.58823, -0.15531, -2.27821)
C (1.28710, -0.98031, -1.50898)
C (1.30701, -0.92082, 0.04659)
C (0.31114, -0.26437, 0.73582)
C (-0.62462, 0.37559, -0.11567)
C (-0.46334, 0.46322, -1.43521)
C (-1.69659, 0.98433, 0.86163)
O (-1.14193, 0.76170, 2.10974)
C (0.19810, -0.02348, 2.14363)
H (0.76143, -0.05010, -3.37710)
H (1.91704, -1.86027, -2.20403)
H (2.12124, -1.76661, 0.43340)
H (-1.24784, 0.97358, -2.14981)
H (-2.77522, 0.65253, 0.75351)
H (-1.70593, 2.05396, 0.40469)
H (0.23402, -0.79772, 2.78079)
H (0.93016, 0.55410, 2.79922)

Atoms 1-2, force components in eV/Å:
C -2.10 1.29 1.80
C 3.59 -3.65 1.17


Computed, not measured: a 2-piece molecular cluster, C2H3NO3 overall in a non-equilibrium geometry, with ωB97M-V with the def2-TZVPD basis set.

As for the frontier orbital gap: 10.41 eV. As for the highest occupied orbital energy: -9.77 eV. The calculation puts the relative energy (zero: lowest compared OMol25 entry of this formula, charge and spin) at 3.3579 eV. As for the multiplicity: 1. The charge is 0. Its lowest unoccupied orbital energy is 0.64 eV.

Atoms and positions in Å:
C (-1.33230, -0.90711, -0.12277)
C (3.00998, 0.17380, 0.48693)
N (-0.46671, 0.08987, 0.15927)
O (-1.04542, -2.07405, 0.08547)
O (3.97933, 0.20715, -0.13856)
O (-0.71682, 1.50777, -0.10975)
H (-2.27244, -0.46367, -0.54361)
H (0.50620, -0.15239, 0.33020)
H (-1.66182, 1.61862, -0.14718)

Atoms 1-2, force components in eV/Å:
C 0.24 0.23 -0.08
C 2.98 0.08 -2.04


Computed, not measured: C2H9NS as an isolated structure in a non-equilibrium geometry, with ωB97M-V with the def2-TZVPD basis set.

As for the frontier orbital gap (alpha / beta): 9.56 / 6.05 eV. As for the highest occupied orbital energy (alpha / beta): -14.65 / -14.61 eV. The calculation puts the relative energy (zero: lowest compared OMol25 entry of this formula, charge and spin) at 2.9597 eV. As for the multiplicity: 2. The charge is +1. Its lowest unoccupied orbital energy (alpha / beta) is -5.09 / -8.56 eV.

Atoms and positions in Å:
S (-0.33120, -2.43102, 0.43133)
H (-0.35824, -2.80171, 1.70394)
C (1.15569, 0.17165, -0.91241)
N (0.45767, 0.66866, 0.30099)
C (-0.85694, 1.22518, -0.00551)
H (1.93314, -0.52855, -0.57478)
H (0.44638, -0.32370, -1.56965)
H (1.55280, 1.03568, -1.45808)
H (0.27624, -0.22829, 0.85584)
H (-0.57959, -1.05567, 1.43660)
H (-0.78105, 2.11213, -0.65969)
H (-1.31282, 1.59337, 0.92138)
H (-1.60208, 0.56227, -0.46995)

Atoms 1-2, force components in eV/Å:
S -0.70 3.38 2.51
H 0.16 -1.09 0.31


Computed, not measured: one molecule with the formula C21H22N2O5 in a non-equilibrium geometry, with ωB97M-V with the def2-TZVPD basis set.

As for the SMILES: COc1ccc(OCc2cc(C(=O)N3CCC[C@H](O)C3)no2)c2ccccc12. As for the frontier orbital gap: 8.53 eV. As for the highest occupied orbital energy: -8.01 eV. The calculation puts the relative energy (zero: lowest compared OMol25 entry of this formula, charge and spin) at 3.9396 eV. As for the multiplicity: 1. The charge is 0. Its lowest unoccupied orbital energy is 0.52 eV.

Atoms and positions in Å:
C (-4.09655, -3.44867, -1.38297)
O (-2.82949, -3.19201, -0.82795)
C (-1.85209, -2.70316, -1.63638)
C (-1.99905, -2.43724, -2.97628)
C (-0.93575, -1.90695, -3.71980)
C (0.27988, -1.66560, -3.14083)
O (1.32550, -1.11277, -3.87003)
C (1.21771, 0.29083, -4.05333)
C (1.06430, 0.98374, -2.73906)
C (-0.03261, 1.15821, -1.94226)
C (0.49789, 1.71516, -0.75193)
C (-0.34422, 2.13860, 0.40123)
O (-1.42264, 2.66450, 0.18072)
N (0.10379, 1.87849, 1.64417)
C (1.36124, 1.22958, 1.96660)
C (1.85990, 1.69510, 3.33844)
C (1.50911, 3.16792, 3.52484)
C (-0.01729, 3.34802, 3.61719)
O (-0.47682, 3.32865, 4.94680)
C (-0.71224, 2.25450, 2.77499)
N (1.79565, 1.86252, -0.86373)
O (2.15283, 1.41365, -2.08490)
C (0.48239, -1.95408, -1.76468)
C (1.72337, -1.73667, -1.13228)
C (1.88049, -1.98262, 0.20282)
C (0.80570, -2.46698, 0.96209)
C (-0.40455, -2.70764, 0.37161)
C (-0.59730, -2.46116, -1.00162)
H (-4.70570, -3.82608, -0.56316)
H (-4.55209, -2.53682, -1.78168)
H (-4.04324, -4.20519, -2.17221)
H (-2.93396, -2.61577, -3.48260)
H (-1.08379, -1.68611, -4.76644)
H (2.14583, 0.59485, -4.54106)
H (0.35823, 0.53376, -4.69283)
H (-1.05682, 0.93207, -2.14573)
H (1.22439, 0.13977, 1.95718)
H (2.09121, 1.49485, 1.20192)
H (2.93874, 1.54981, 3.39291)
H (1.40896, 1.09988, 4.13597)
H (1.96313, 3.56719, 4.43306)
H (1.89314, 3.73373, 2.67565)
H (-0.29686, 4.33793, 3.24667)
H (-0.22161, 2.49171, 5.35308)
H (-0.88855, 1.37105, 3.40071)
H (-1.67215, 2.60839, 2.39752)
H (2.54817, -1.37708, -1.72891)
H (2.83503, -1.80834, 0.67765)
H (0.94368, -2.66120, 2.01628)
H (-1.23486, -3.09234, 0.94255)

Atoms 1-2, force components in eV/Å:
C -0.22 -0.04 -0.09
O 0.39 0.08 0.08


Computed, not measured: a 2-piece molecular cluster, C3H10N2O3 overall in a non-equilibrium geometry, with ωB97M-V with the def2-TZVPD basis set.

As for the SMILES: NC(=O)NCCO.O. As for the frontier orbital gap: 9.94 eV. As for the highest occupied orbital energy: -9.27 eV. The calculation puts the relative energy (zero: lowest compared OMol25 entry of this formula, charge and spin) at 1.3042 eV. As for the multiplicity: 1. The charge is 0. Its lowest unoccupied orbital energy is 0.67 eV.

Atoms and positions in Å:
N (-1.05404, 1.70676, 1.56783)
C (0.11358, 1.55487, 0.84761)
O (1.10588, 2.27491, 0.96952)
N (0.29772, 0.43472, 0.08351)
C (-0.68779, -0.64239, 0.12679)
C (-0.59176, -1.47239, -1.12149)
O (-0.89942, -0.63023, -2.28421)
H (-1.82058, 2.21249, 1.12062)
H (-1.07257, 2.06485, 2.50870)
H (1.07888, 0.28171, -0.52005)
H (-1.67313, -0.15234, 0.06434)
H (-0.61829, -1.23835, 1.03260)
H (0.36933, -1.89184, -1.43036)
H (-1.29258, -2.31491, -1.25994)
H (-1.84281, -0.45618, -2.17974)
O (2.76904, -0.88218, -0.04546)
H (3.14209, -0.06013, -0.39273)
H (2.67646, -0.78937, 0.91247)

Atoms 1-2, force components in eV/Å:
N -2.57 -0.02 0.02
C 4.03 0.08 -0.28


Computed, not measured: a 4-piece molecular cluster, C41H91O2S overall in a non-equilibrium geometry, with ωB97M-V with the def2-TZVPD basis set.

As for the frontier orbital gap: 9.84 eV. As for the highest occupied orbital energy: -12.34 eV. As for the multiplicity: 1. The charge is +1. Its lowest unoccupied orbital energy is -2.50 eV.

Atoms and positions in Å:
C (1.05618, 3.01331, 5.13094)
C (1.09961, 1.43398, 5.04153)
C (-0.18225, 0.76985, 5.69541)
C (-1.42808, 1.26922, 4.86845)
C (-2.51561, 0.16100, 4.58892)
C (-2.33162, -0.43438, 3.13842)
C (-3.45124, -0.04524, 2.10187)
C (-3.92194, 1.44788, 2.12618)
C (-2.79444, 2.51979, 1.94002)
C (-1.62259, 2.09982, 1.00304)
C (-0.35475, 3.05185, 1.15439)
C (0.17440, 3.47309, -0.26488)
C (1.57777, 2.87846, -0.63557)
S (1.80424, 1.09986, -0.21617)
C (3.33811, 0.61041, -1.15081)
C (3.59582, -0.94451, -1.07211)
C (4.87239, -1.19844, -0.18482)
C (4.70028, -2.41512, 0.79133)
C (3.40654, -2.20026, 1.67529)
O (2.43606, -3.12934, 1.17199)
C (1.15041, -2.87434, 1.74945)
C (0.47410, 0.03100, -0.93702)
O (-0.53708, 0.73436, -1.60592)
C (-0.36543, 0.71007, -3.03631)
C (-1.71312, 1.28012, -3.63008)
C (-2.77788, 0.11752, -3.63326)
H (1.87448, 3.38981, 4.46790)
H (0.11327, 3.44885, 4.73981)
H (1.21538, 3.29795, 6.19073)
H (1.11022, 1.18619, 3.94704)
H (2.03775, 1.11811, 5.55008)
H (-0.10387, -0.33764, 5.73623)
H (-0.23823, 1.16556, 6.73892)
H (-1.03234, 1.57768, 3.86934)
H (-1.91299, 2.10905, 5.41035)
H (-2.46727, -0.69768, 5.29652)
H (-3.51142, 0.64860, 4.72161)
H (-2.37510, -1.55063, 3.23452)
H (-1.29268, -0.22276, 2.77667)
H (-3.06017, -0.33372, 1.09098)
H (-4.32204, -0.72447, 2.27569)
H (-4.50617, 1.62550, 3.06141)
H (-4.66542, 1.56157, 1.29901)
H (-2.45721, 2.89798, 2.93585)
H (-3.27951, 3.40735, 1.45676)
H (-2.00829, 2.13864, -0.04392)
H (-1.24822, 1.06585, 1.15754)
H (0.43498, 2.49030, 1.71910)
H (-0.58844, 3.93308, 1.79836)
H (0.30924, 4.58438, -0.24665)
H (-0.51979, 3.26276, -1.10103)
H (1.73599, 3.02068, -1.73054)
H (2.39963, 3.44798, -0.13658)
H (4.17147, 1.22076, -0.74494)
H (3.19723, 0.90936, -2.21911)
H (2.70025, -1.51283, -0.73559)
H (3.83968, -1.33258, -2.08917)
H (5.73518, -1.43667, -0.85298)
H (5.12822, -0.30687, 0.43796)
H (5.56459, -2.55518, 1.47270)
H (4.61370, -3.34405, 0.18175)
H (3.60562, -2.34943, 2.76028)
H (3.00834, -1.16258, 1.49715)
H (1.14101, -3.32288, 2.77064)
H (0.94953, -1.77558, 1.77707)
H (0.39315, -3.38279, 1.11339)
H (0.88077, -0.77724, -1.59686)
H (0.00942, -0.50572, -0.07356)
H (0.51148, 1.32391, -3.35862)
H (-0.28881, -0.35494, -3.35156)
H (-2.07131, 2.07030, -2.92273)
H (-1.56520, 1.77111, -4.61239)
H (-3.77296, 0.56861, -3.41777)
H (-2.48981, -0.64239, -2.87916)
H (-2.82842, -0.29060, -4.66422)
C (-5.68692, 0.59648, -6.37399)
C (-5.34793, -0.83439, -6.77467)
C (-4.53858, -0.92610, -8.06843)
C (-5.24200, -0.39009, -9.31710)
C (-6.58353, -1.04784, -9.64197)
C (-6.47040, -2.53809, -9.93843)
H (-6.32011, 1.08457, -7.11662)
H (-6.22666, 0.60367, -5.42418)
H (-4.77839, 1.19232, -6.25005)
H (-6.26757, -1.42005, -6.85670)
H (-4.76398, -1.29245, -5.96957)
H (-4.25370, -1.97037, -8.23061)
H (-3.59897, -0.37696, -7.93895)
H (-4.56980, -0.51652, -10.17236)
H (-5.39481, 0.68883, -9.21441)
H (-7.00785, -0.54907, -10.51798)
H (-7.29378, -0.88862, -8.82495)
H (-5.79460, -2.71854, -10.77752)
H (-7.44809, -2.94667, -10.20123)
H (-6.10294, -3.09619, -9.07476)
C (-1.48646, -8.69184, 1.26082)
C (-1.13726, -7.51997, 0.35120)
C (-0.25042, -7.91229, -0.83088)
C (1.12740, -8.46348, -0.45766)
C (1.99110, -7.53343, 0.39466)
C (2.33439, -6.22161, -0.29978)
H (-0.59748, -9.11939, 1.72805)
H (-2.15350, -8.36401, 2.06089)
H (-1.99497, -9.48049, 0.70196)
H (-0.66249, -6.72778, 0.93886)
H (-2.06659, -7.09554, -0.04132)
H (-0.13002, -7.04133, -1.48364)
H (-0.77216, -8.66470, -1.43102)
H (1.66638, -8.69922, -1.38147)
H (1.00878, -9.41476, 0.06960)
H (2.92218, -8.05400, 0.63683)
H (1.49908, -7.32546, 1.34972)
H (2.86168, -6.40462, -1.23969)
H (2.98146, -5.61567, 0.33710)
H (1.44044, -5.63168, -0.51526)
C (4.00881, 5.10125, 2.25843)
C (5.26456, 5.35057, 3.08421)
C (5.01663, 5.29424, 4.59155)
C (4.04701, 6.34719, 5.13282)
C (4.43643, 7.79860, 4.84971)
C (5.75874, 8.20536, 5.48806)
H (3.25310, 5.86981, 2.43185)
H (4.25214, 5.11106, 1.19172)
H (3.57098, 4.12634, 2.49604)
H (5.70323, 6.31175, 2.80356)
H (6.00723, 4.58871, 2.82811)
H (5.97695, 5.38313, 5.10782)
H (4.62925, 4.30253, 4.85067)
H (3.95839, 6.20946, 6.21539)
H (3.04665, 6.16532, 4.72584)
H (3.64701, 8.44846, 5.23801)
H (4.47841, 7.97868, 3.77090)
H (5.72650, 8.07019, 6.57140)
H (5.96748, 9.25789, 5.28738)
H (6.59481, 7.62416, 5.09380)

Atoms 1-2, force components in eV/Å:
C 0.37 -0.91 -0.38
C -0.72 0.56 0.19